No. 1
{"formula": "C4H4O3", "method": "wB97M-V/def2-TZVPD", "species": ["O", "C", "C", "C", "O", "C", "O", "H", "H", "H", "H"], "xyz": [[-2.081, 0.998, 0.532], [-0.977, 1.149, 0.070], [-0.020, 0.000, -0.116], [-0.265, -1.225, 0.663], [-0.520, -1.198, -0.718], [1.334, 0.321, -0.665], [1.649, 1.433, -1.009], [-0.567, 2.135, -0.213], [0.568, -1.841, 0.999], [-1.164, -1.241, 1.277], [2.017, -0.539, -0.801]], "forces_ev_per_angstrom": [[0.5, 0.1, -0.3], [-0.4, 0.0, 0.1], [0.1, 0.1, -0.1], [0.0, -0.2, 0.3], [-0.2, -0.1, -0.1], [0.2, 0.4, -0.1], [0.0, -0.4, 0.2], [-0.2, -0.1, 0.0], [0.0, 0.1, -0.2], [0.2, 0.1, 0.0], [-0.1, 0.0, 0.0]], "lowdin_charge": [0.09, -0.14, -0.35, -0.06, 0.03, -0.16, 0.08, 0.13, 0.13, 0.13, 0.14], "fmax_ev_per_a": 0.569, "lumo_energy_ev": 0.11, "total_energy_ev": -10352.94690, "e_above_lowest_ev": 2.265, "homo_lumo_gap_ev": 10.17}

***

No. 2
{"formula": "C13H19N3O4Ta", "method": "wB97M-V/def2-TZVPD", "species": ["Ta", "N", "N", "C", "O", "O", "H", "H", "H", "N", "C", "C", "O", "O", "H", "H", "H", "H", "C", "C", "C", "C", "C", "C", "C", "C", "C", "C", "H", "H", "H", "H", "H", "H", "H", "H", "H", "H", "H", "H"], "xyz": [[-0.189, 0.632, -0.841], [0.230, 0.186, 2.033], [1.600, -0.140, 2.063], [2.310, -0.236, 0.890], [3.475, -0.462, 0.778], [1.486, -0.016, -0.148], [0.070, 1.043, 2.555], [-0.303, -0.556, 2.476], [2.090, -0.257, 2.936], [-1.416, -1.301, -0.517], [-2.817, -1.161, -1.037], [-3.191, 0.333, -1.054], [-4.229, 0.875, -0.895], [-2.029, 0.981, -1.331], [-0.978, -2.123, -0.920], [-1.463, -1.464, 0.486], [-3.536, -1.735, -0.456], [-2.853, -1.499, -2.073], [2.665, 1.050, -2.448], [1.312, 0.926, -3.102], [0.828, 2.211, -3.723], [0.686, -0.286, -3.216], [-0.466, -0.641, -4.098], [-1.702, 0.004, -4.124], [-2.661, -0.334, -5.069], [-2.407, -1.335, -5.995], [-1.195, -2.008, -5.959], [-0.237, -1.666, -5.019], [2.685, 1.838, -1.692], [3.390, 1.335, -3.215], [2.999, 0.127, -1.986], [0.885, 3.037, -3.009], [-0.183, 2.148, -4.117], [1.491, 2.474, -4.551], [1.214, -1.140, -2.797], [-1.929, 0.774, -3.406], [-3.602, 0.200, -5.091], [-3.152, -1.594, -6.735], [-0.991, -2.798, -6.669], [0.715, -2.185, -5.011]], "forces_ev_per_angstrom": [[0.9, -1.4, -1.2], [0.0, 0.2, -0.1], [-0.1, -0.1, 0.0], [-0.4, 0.1, -0.1], [0.0, -0.1, 0.3], [-0.3, 0.0, -0.4], [0.0, 0.0, 0.0], [0.0, 0.0, 0.1], [-0.1, 0.0, 0.0], [-0.1, 0.2, 0.1], [-0.3, 0.2, 0.2], [1.0, -0.4, -0.2], [-0.3, -0.4, 0.0], [0.1, 1.3, 0.6], [0.0, 0.0, 0.0], [0.0, -0.2, -0.1], [0.1, 0.0, 0.0], [0.1, 0.0, 0.0], [0.2, -0.1, -0.3], [-0.6, 0.7, 1.2], [-0.1, -0.1, -0.3], [-0.7, -0.1, 0.9], [0.2, -0.1, -0.2], [0.1, 0.1, -0.2], [0.0, 0.0, 0.0], [0.0, 0.0, 0.0], [0.0, 0.0, 0.0], [0.0, 0.0, 0.1], [0.0, 0.0, 0.0], [0.0, 0.1, 0.0], [0.0, 0.0, 0.0], [0.0, 0.0, 0.0], [0.0, 0.0, 0.0], [0.0, 0.0, 0.0], [0.1, 0.0, -0.2], [0.0, 0.1, -0.2], [0.0, 0.0, 0.0], [0.0, 0.0, 0.0], [0.0, 0.0, 0.0], [0.0, 0.0, 0.0]], "lowdin_charge": [1.62, 0.01, 0.01, -0.64, 0.14, -0.28, 0.11, 0.10, 0.16, -0.04, -0.08, -0.54, 0.18, -0.29, 0.12, 0.09, 0.14, 0.13, -0.07, -0.39, -0.04, -0.11, -0.23, -0.08, -0.06, -0.07, -0.06, -0.03, 0.09, 0.11, 0.07, 0.09, 0.07, 0.10, 0.12, 0.08, 0.11, 0.11, 0.11, 0.12], "fmax_ev_per_a": 2.025, "lumo_energy_ev": -3.98, "total_energy_ev": -27994.73014, "e_above_lowest_ev": 1.858, "total_charge": 1, "homo_lumo_gap_ev": 6.98}

***

No. 3
{"formula": "C8H8BrFO2S2", "method": "wB97M-V/def2-TZVPD", "species": ["C", "C", "C", "C", "C", "C", "C", "C", "O", "O", "F", "S", "S", "Br", "H", "H", "H", "H", "H", "H", "H", "H"], "xyz": [[-2.342, -1.113, 0.880], [-1.471, 0.003, 0.808], [-1.871, 1.007, 0.005], [-3.318, -0.930, 0.025], [0.859, 0.466, 0.597], [2.425, -0.797, -1.833], [-0.214, 0.288, 1.622], [2.859, -0.362, -0.450], [0.817, 1.454, -0.131], [1.812, -0.492, 0.537], [-2.326, 3.622, -0.179], [-3.314, 0.588, -0.849], [-0.968, 2.692, -0.145], [-4.631, -2.150, -0.336], [-2.247, -1.965, 1.571], [2.104, -1.860, -1.630], [1.733, -0.199, -2.195], [3.232, -0.950, -2.394], [-0.258, 1.268, 2.095], [0.109, -0.371, 2.528], [3.278, 0.595, -0.636], [3.732, -0.795, 0.109]], "forces_ev_per_angstrom": [[4.1, 0.7, 2.7], [2.5, -4.1, 4.7], [0.3, 7.3, -3.0], [-3.0, 0.4, -2.4], [0.8, -0.3, 0.1], [0.4, -5.2, 5.5], [0.8, -1.2, 1.8], [1.3, 0.0, 0.5], [1.4, -1.1, -0.1], [-0.8, 1.3, -0.2], [-0.3, 0.2, 0.0], [-0.9, 0.3, -0.9], [-2.8, -3.7, -0.1], [-0.6, -0.5, -0.2], [0.1, 0.6, -0.6], [-0.6, 1.0, -0.8], [-3.3, 2.7, -1.8], [3.3, 0.0, -2.7], [-0.5, 0.2, 0.0], [-0.9, 0.5, -2.1], [-0.5, 1.8, 0.7], [-0.9, -0.7, -1.2]], "lowdin_charge": [-0.17, -0.35, -0.69, -1.09, -0.46, -0.03, -0.06, -0.21, -0.12, 0.02, -0.49, 0.92, 1.10, 0.78, 0.14, 0.12, 0.03, 0.04, 0.11, 0.17, 0.10, 0.14], "fmax_ev_per_a": 7.873, "lumo_energy_ev": [0.59, -2.95], "total_energy_ev": -106944.95372, "s2": 2.018, "spin_multiplicity": 3, "homo_lumo_gap_ev": [5.23, 5.75]}

***

No. 4
{"formula": "C30H46BrMnN3P2", "method": "wB97M-V/def2-TZVPD", "species": ["C", "C", "C", "C", "N", "C", "C", "C", "C", "C", "C", "C", "C", "C", "Mn", "P", "H", "H", "H", "H", "H", "H", "H", "H", "C", "C", "H", "H", "H", "H", "H", "C", "C", "H", "H", "H", "H", "H", "C", "C", "H", "H", "H", "H", "H", "Br", "P", "C", "C", "H", "H", "H", "H", "H", "C", "C", "H", "H", "H", "H", "H", "C", "C", "H", "H", "H", "H", "H", "C", "C", "C", "C", "N", "N", "C", "H", "H", "H", "H", "H", "H", "H", "H"], "xyz": [[2.822, -0.483, -6.689], [3.819, 0.325, -6.114], [4.825, 0.820, -6.969], [4.854, 0.385, -8.305], [3.940, -0.444, -8.808], [2.933, -0.857, -8.042], [3.815, 0.568, -4.699], [3.115, 0.217, -3.598], [2.255, -0.735, -2.983], [1.153, -0.357, -2.186], [0.865, -1.103, -1.057], [1.488, -2.348, -0.829], [2.369, -2.853, -1.797], [2.690, -2.081, -2.910], [4.615, 1.186, -3.162], [-0.259, 2.830, -0.955], [5.548, 1.554, -6.627], [1.942, -0.813, -6.143], [5.643, 0.731, -8.981], [2.176, -1.498, -8.518], [3.346, -2.476, -3.693], [0.613, 0.571, -2.393], [2.831, -3.823, -1.660], [0.101, -0.744, -0.373], [-0.255, 3.241, 0.850], [0.071, 4.670, 1.278], [0.482, 2.543, 1.281], [-1.243, 2.940, 1.235], [-0.004, 4.735, 2.371], [1.094, 4.962, 1.007], [-0.628, 5.405, 0.861], [0.634, 4.239, -1.751], [0.751, 4.051, -3.263], [1.642, 4.293, -1.311], [0.114, 5.177, -1.516], [1.365, 4.855, -3.687], [1.232, 3.098, -3.514], [-0.227, 4.084, -3.761], [-2.006, 3.223, -1.410], [-2.515, 4.642, -1.174], [-2.624, 2.502, -0.852], [-2.092, 2.958, -2.475], [-3.528, 4.717, -1.590], [-2.587, 4.891, -0.107], [-1.908, 5.405, -1.674], [1.017, -3.377, 0.576], [5.113, 1.282, -1.096], [3.940, 2.774, -1.358], [4.045, 3.728, -0.152], [2.895, 2.436, -1.445], [4.234, 3.329, -2.272], [3.330, 4.552, -0.244], [3.825, 3.226, 0.795], [5.036, 4.182, -0.063], [4.237, 0.468, 0.253], [5.088, -0.343, 1.236], [3.486, -0.157, -0.242], [3.739, 1.286, 0.779], [4.402, -0.969, 1.820], [5.817, -0.992, 0.732], [5.625, 0.310, 1.940], [5.651, -0.459, -2.077], [6.489, -0.082, -3.304], [4.918, -1.263, -2.136], [6.354, -0.768, -1.283], [6.474, 1.021, -3.480], [7.548, -0.313, -3.067], [6.242, -0.622, -4.216], [-5.359, 0.110, 0.912], [-4.168, -0.508, 0.297], [-4.054, -1.604, -0.557], [-2.667, -1.737, -0.836], [-1.978, -0.768, -0.211], [-2.906, -0.045, 0.467], [-2.067, -2.776, -1.697], [-5.939, 0.662, 0.155], [-6.007, -0.682, 1.319], [-5.084, 0.798, 1.724], [-4.846, -2.235, -0.926], [-2.613, 0.748, 1.036], [-2.854, -3.458, -2.038], [-1.576, -2.340, -2.579], [-1.321, -3.364, -1.148]], "forces_ev_per_angstrom": [[0.1, -0.2, -0.7], [0.0, -0.1, -1.4], [-0.3, -0.4, -0.3], [-0.3, 0.2, 0.7], [0.1, -0.1, -0.2], [0.1, 0.4, 0.7], [-3.0, -1.2, 1.1], [0.3, 0.1, -4.5], [-0.8, -0.8, 0.6], [1.1, 0.0, 0.5], [-0.3, -0.6, 0.1], [0.5, 1.4, -2.2], [-0.4, 0.3, -0.1], [0.3, 0.5, 0.3], [1.0, 2.0, -0.9], [-1.5, 3.4, 0.9], [0.1, -0.2, 0.1], [0.3, 0.0, 0.2], [-0.3, -0.1, 0.2], [0.4, 0.3, 0.3], [0.0, 0.2, 0.4], [0.2, 0.0, 0.1], [-0.2, -0.1, -0.1], [0.1, -0.3, -0.2], [0.4, -1.4, 0.3], [0.2, 0.5, -0.2], [-0.3, 0.2, 0.2], [0.3, 0.0, -0.2], [0.0, -0.1, -0.3], [-0.3, -0.1, 0.0], [0.2, -0.2, 0.1], [1.1, -0.8, -0.4], [0.0, 0.1, -0.3], [-0.4, 0.0, -0.1], [-0.1, -0.4, 0.2], [-0.2, -0.2, 0.1], [-0.1, 0.2, 0.0], [0.2, 0.0, 0.1], [-0.2, -1.6, -0.7], [0.2, 0.5, 0.3], [0.1, 0.1, -0.3], [-0.2, 0.0, 0.3], [0.2, -0.2, 0.1], [0.1, -0.1, -0.3], [-0.2, -0.2, 0.1], [-0.4, -0.9, 1.6], [2.8, 0.2, 4.4], [-1.2, -0.5, -0.8], [0.6, -0.1, 0.2], [0.2, 0.2, -0.2], [-0.2, 0.0, 0.2], [0.1, -0.2, -0.2], [0.1, 0.1, -0.2], [-0.1, -0.2, -0.1], [-0.2, -0.1, 0.3], [-0.1, 0.0, 0.2], [-0.2, 0.0, 0.3], [-0.2, -0.4, 0.1], [0.3, 0.0, -0.1], [-0.3, 0.1, 0.2], [-0.1, -0.2, -0.3], [0.0, 0.3, 0.5], [1.2, -1.0, 0.0], [-0.1, 0.2, -0.4], [-0.5, 0.6, 0.0], [0.8, -0.2, -0.4], [-0.5, 0.4, -0.3], [-0.1, 0.1, 0.0], [-0.5, 0.2, 0.2], [0.5, -0.8, -0.8], [0.6, 0.6, 0.5], [-0.9, 1.2, 0.8], [-0.2, -0.2, -0.1], [-0.1, 0.1, -0.1], [0.4, -0.4, -0.4], [0.1, -0.1, 0.3], [0.2, 0.4, -0.1], [-0.2, -0.2, -0.2], [0.0, 0.0, 0.1], [-0.2, -0.7, -0.2], [0.3, 0.2, 0.0], [-0.1, -0.1, 0.2], [-0.2, 0.1, -0.1]], "lowdin_charge": [0.00, -0.24, -0.01, -0.11, 0.07, -0.11, -0.13, -0.15, -0.24, -0.05, -0.15, -0.76, -0.10, -0.03, 0.53, 1.19, 0.11, 0.12, 0.12, 0.12, 0.14, 0.07, 0.11, 0.06, -0.36, -0.11, 0.08, 0.08, 0.10, 0.07, 0.07, -0.37, -0.13, 0.04, 0.09, 0.09, 0.06, 0.08, -0.37, -0.10, 0.07, 0.09, 0.10, 0.08, 0.08, 0.89, 0.97, -0.41, -0.12, 0.05, 0.09, 0.06, 0.07, 0.09, -0.41, -0.11, 0.07, 0.06, 0.09, 0.06, 0.09, -0.28, -0.15, 0.07, 0.09, 0.07, 0.13, 0.10, -0.02, -0.31, 0.03, -0.34, 0.05, 0.00, -0.04, 0.09, 0.10, 0.08, 0.12, 0.14, 0.09, 0.08, 0.04], "fmax_ev_per_a": 5.175, "lumo_energy_ev": [-5.91, -9.48], "total_energy_ev": -156244.68891, "s2": 8.851, "e_above_lowest_ev": 5.389, "total_charge": 2, "spin_multiplicity": 6, "homo_lumo_gap_ev": [7.19, 3.65]}

***

No. 5
{"formula": "C5H11NO", "method": "wB97M-V/def2-TZVPD", "species": ["C", "C", "C", "N", "C", "O", "C", "H", "H", "H", "H", "H", "H", "H", "H", "H", "H", "H"], "xyz": [[-2.272, -0.306, -0.693], [-1.530, 0.823, 0.016], [-0.590, 0.326, 1.116], [0.558, -0.400, 0.597], [1.639, 0.278, 0.116], [1.713, 1.497, 0.164], [2.748, -0.560, -0.488], [-2.914, 0.077, -1.493], [-1.572, -1.018, -1.146], [-2.909, -0.860, 0.008], [-0.932, 1.403, -0.697], [-2.251, 1.521, 0.461], [-0.199, 1.176, 1.682], [-1.124, -0.331, 1.813], [0.509, -1.400, 0.492], [2.849, -0.288, -1.542], [2.588, -1.639, -0.412], [3.688, -0.300, 0.007]], "forces_ev_per_angstrom": [[0.0, -0.1, 0.0], [0.0, 0.1, 0.0], [-0.1, 0.1, 0.1], [0.1, 0.0, -0.1], [0.0, 0.1, 0.0], [0.0, -0.3, 0.0], [0.1, 0.0, 0.0], [0.1, -0.1, 0.1], [-0.1, 0.1, 0.0], [0.1, 0.1, -0.1], [-0.1, -0.1, 0.1], [0.1, -0.1, 0.0], [-0.1, -0.1, -0.1], [0.1, 0.1, -0.1], [0.1, 0.2, 0.0], [0.0, 0.0, 0.1], [0.0, 0.2, 0.0], [-0.1, 0.0, -0.1]], "lowdin_charge": [-0.12, -0.25, -0.20, 0.05, -0.55, 0.04, 0.00, 0.07, 0.07, 0.07, 0.11, 0.11, 0.12, 0.12, 0.13, 0.09, 0.07, 0.09], "fmax_ev_per_a": 0.345, "lumo_energy_ev": 0.88, "total_energy_ev": -8901.66768, "e_above_lowest_ev": 0.030, "homo_lumo_gap_ev": 10.46}

***

No. 6
{"formula": "CHCsLiO3", "method": "wB97M-V/def2-TZVPD", "species": ["O", "C", "H", "O", "O", "Li", "Cs"], "xyz": [[1.052, 1.205, -0.448], [-0.161, 1.313, -0.215], [-0.574, 1.572, 0.777], [-0.474, -0.841, -0.391], [-0.975, 0.233, -0.133], [-1.499, -1.990, 0.542], [2.631, -1.492, -0.132]], "forces_ev_per_angstrom": [[-2.1, 0.4, -0.6], [2.6, -2.1, 3.1], [-0.1, 3.3, -0.4], [4.1, -10.6, -2.4], [-4.3, 8.2, 0.9], [-0.1, 0.3, -0.3], [-0.2, 0.5, -0.2]], "lowdin_charge": [-0.08, -0.30, 0.16, -0.44, -0.24, 0.84, 1.06], "fmax_ev_per_a": 11.626, "lumo_energy_ev": -4.23, "total_energy_ev": -7939.17784, "total_charge": 1, "homo_lumo_gap_ev": 7.61}

***

No. 7
{"formula": "CH2N4O3", "method": "wB97M-V/def2-TZVPD", "species": ["C", "H", "H", "N", "N", "N", "N", "O", "O", "O"], "xyz": [[-0.324, -0.115, -0.170], [-3.283, 0.252, 0.249], [2.218, 1.916, -0.190], [-1.368, 0.511, -0.392], [1.120, -1.742, 0.170], [1.864, -0.693, -0.116], [1.022, 0.325, -0.332], [-2.358, -0.254, 0.258], [-0.160, -1.544, 0.060], [1.270, 1.343, 0.464]], "forces_ev_per_angstrom": [[3.1, -1.9, -1.1], [3.3, -1.2, -0.4], [-4.3, -2.1, 3.2], [-1.5, 0.6, 1.2], [4.9, 1.0, -1.1], [-2.3, -4.5, 1.6], [-3.1, -1.3, -1.9], [-3.7, 1.0, -0.2], [-1.9, 2.8, 0.3], [5.5, 5.7, -1.7]], "lowdin_charge": [-0.30, 0.17, 0.30, 0.09, 0.03, 0.08, -0.25, -0.09, 0.03, -0.05], "fmax_ev_per_a": 8.098, "lumo_energy_ev": -0.20, "total_energy_ev": -13163.57693, "e_above_lowest_ev": 3.499, "homo_lumo_gap_ev": 9.07}

***

No. 8
{"formula": "C9H13NO2", "method": "wB97M-V/def2-TZVPD", "species": ["C", "C", "O", "N", "H", "H", "H", "H", "H", "C", "C", "C", "C", "C", "C", "C", "O", "H", "H", "H", "H", "H", "H", "H", "H"], "xyz": [[-0.957, -1.487, -1.674], [-2.298, -1.435, -1.049], [-2.674, -2.197, -0.179], [-3.123, -0.462, -1.515], [-0.831, -1.055, -2.617], [-0.456, -2.461, -1.652], [-4.009, -0.323, -1.063], [-2.962, 0.150, -2.291], [-0.247, -1.062, -0.957], [2.883, -0.402, 2.170], [0.493, 0.194, 1.688], [1.814, 0.193, 1.242], [-0.555, 0.585, 0.852], [-0.150, 1.364, -0.232], [2.167, 0.957, 0.141], [1.168, 1.651, -0.531], [-1.084, 1.820, -1.151], [0.299, -0.232, 2.665], [-1.587, 0.317, 1.026], [3.391, -1.150, 1.564], [2.442, -0.887, 3.033], [3.214, 1.091, -0.049], [-1.912, 1.935, -0.677], [1.422, 2.480, -1.177], [3.553, 0.414, 2.433]], "forces_ev_per_angstrom": [[1.8, -1.2, 1.8], [-0.6, -0.6, -0.3], [0.2, 0.1, 0.3], [-0.7, 0.7, 0.0], [0.0, 0.9, -1.3], [-1.0, -0.5, -0.4], [-0.1, -0.4, 0.1], [0.6, -0.1, -0.1], [-0.3, 0.8, -0.2], [-0.6, 0.4, -1.5], [-0.2, -1.0, -0.4], [-0.1, 0.3, 1.8], [1.4, 0.8, 0.0], [-1.2, -0.1, -0.7], [-0.7, 0.2, 0.4], [0.8, -0.1, 0.3], [0.2, 0.3, 0.4], [-0.2, -0.2, -0.1], [-0.1, 0.2, 0.2], [0.4, -0.1, 0.3], [0.0, 0.1, 0.1], [0.3, 0.2, -0.4], [-0.2, -0.1, -0.1], [-0.2, -0.3, -0.5], [0.3, -0.3, 0.3]], "lowdin_charge": [0.00, -0.61, 0.04, 0.15, 0.07, 0.10, 0.11, 0.10, 0.07, -0.05, -0.04, -0.28, -0.03, -0.35, -0.04, -0.02, 0.01, 0.11, 0.12, 0.08, 0.07, 0.11, 0.09, 0.12, 0.08], "fmax_ev_per_a": 2.764, "lumo_energy_ev": 0.68, "total_energy_ev": -15128.85823, "e_above_lowest_ev": 0.774, "homo_lumo_gap_ev": 9.22}